1.
{
  "formula": "C3H14O5",
  "method": "ωB97M-V/def2-TZVPD",
  "species": ["C", "C", "C", "O", "H", "H", "H", "H", "H", "H", "H", "H", "O", "H", "H", "O", "H", "H", "O", "H", "H", "O"],
  "coordinates": [[3.0009, 0.9816, -0.2729], [1.5302, 1.5355, -0.3620], [0.5405, 0.7518, -0.6768], [-0.8445, 1.1018, -0.5514], [3.5836, 1.3373, -1.1150], [2.9581, -0.1188, -0.1420], [3.5311, 1.3373, 0.6582], [1.4229, 2.5930, -0.0489], [0.7525, -0.3164, -0.8933], [-1.3350, 0.3351, -0.9279], [0.1981, -3.0285, -0.9469], [-0.0874, -2.8168, 0.4738], [-0.2937, -2.4586, -0.4104], [-1.7686, -1.6605, -1.3912], [-3.1804, -1.0039, -1.7565], [-2.1603, -0.9612, -1.8905], [-1.4690, 0.9431, 1.1179], [-1.6736, 1.7034, 2.3783], [-1.5218, 0.8034, 2.0746], [1.2517, -0.2806, 2.0121], [-0.2247, -0.1472, 1.7540], [0.5217, -0.7967, 1.6149]],
  "atomic_forces_ev_per_a": [[-1.79, -0.07, 1.56], [5.90, 3.65, 2.12], [-7.41, -3.68, -0.32], [5.24, -0.39, -0.84], [0.09, -0.14, -0.33], [0.17, 0.57, -0.71], [-0.78, 0.13, -0.94], [-0.30, -0.67, -0.47], [-0.62, 0.71, -0.27], [-0.74, -0.65, -0.67], [1.06, -1.43, -1.76], [-0.37, 0.67, -0.18], [-0.72, 0.74, 1.60], [0.33, -1.35, 0.78], [2.77, -0.05, -0.33], [-2.82, 1.61, -0.01], [-0.41, 0.04, 0.10], [-0.05, 0.04, 0.53], [-0.15, 0.37, -0.41], [-0.26, -0.74, 0.03], [0.45, -0.96, 0.51], [0.43, 1.61, 0.00]],
  "lowdin_spin": [0.0474, 0.3875, 0.2445, 0.2024, 0.0215, 0.0008, 0.0102, 0.0085, 0.0025, 0.0008, 0.0000, 0.0000, -0.0008, 0.0000, 0.0000, -0.0007, 0.0007, 0.0000, 0.0070, -0.0012, -0.0007, 0.0696],
  "charge": 1,
  "homo_lumo_gap_ev": [11.59, 6.76],
  "s_squared": 0.755,
  "multiplicity": 2,
  "e_tot_ha": -498.55207
}



2.
{
  "formula": "C3H4NO3",
  "method": "ωB97M-V/def2-TZVPD",
  "species": ["O", "C", "N", "C", "C", "O", "O", "H", "H", "H", "H"],
  "coordinates": [[-2.1268, 1.5101, 0.9879], [-2.1051, 0.6839, 0.0762], [-1.0135, 0.0287, -0.3137], [0.2741, 0.2632, 0.3241], [1.3971, -0.6751, -0.2542], [2.2786, -0.9368, 0.5799], [1.2800, -0.9805, -1.4581], [-3.0703, 0.4379, -0.3926], [-0.9711, -0.5318, -1.1498], [0.5796, 1.3031, 0.2303], [0.2202, -0.0054, 1.3784]],
  "atomic_forces_ev_per_a": [[0.02, -0.11, -0.17], [-0.19, 0.47, 0.84], [0.18, 0.22, -0.05], [0.25, -0.86, 0.20], [-0.42, 0.80, 0.17], [0.26, -0.21, -0.17], [-0.13, -0.30, -0.18], [0.24, -0.32, -0.54], [-0.02, -0.12, -0.13], [0.01, 0.11, 0.00], [-0.20, 0.32, 0.04]],
  "mulliken_charge": [-0.6144, -0.0105, -0.0860, -0.3541, 0.4874, -0.7159, -0.7450, 0.3573, 0.2302, 0.1995, 0.2515],
  "charge": -1,
  "homo_lumo_gap_ev": 8.36,
  "e_tot_ha": -397.28324,
  "smiles": "O=CNCC(=O)[O-]"
}



3.
{
  "formula": "C32H29Cl4F5",
  "method": "ωB97M-V/def2-TZVPD",
  "species": ["F", "C", "C", "C", "C", "C", "C", "H", "H", "H", "H", "H", "F", "C", "C", "C", "C", "C", "C", "H", "H", "H", "H", "H", "F", "C", "C", "C", "C", "C", "C", "H", "H", "H", "H", "H", "F", "C", "C", "C", "C", "C", "C", "H", "H", "H", "H", "H", "F", "C", "C", "C", "C", "C", "C", "H", "H", "H", "H", "H", "Cl", "C", "Cl", "H", "H", "Cl", "C", "Cl", "H", "H"],
  "coordinates": [[2.9950, 2.5627, -1.1802], [1.8700, 1.8954, -0.8061], [1.3838, 1.8447, 0.4974], [0.2584, 1.0231, 0.7236], [-0.3859, 0.3777, -0.2812], [0.0973, 0.5178, -1.6023], [1.2268, 1.2823, -1.8291], [1.9568, 2.3739, 1.3038], [-0.2164, 0.9641, 1.6943], [-1.2576, -0.1986, -0.0272], [-0.3563, -0.0041, -2.4398], [1.5304, 1.2865, -2.8585], [-1.9784, 6.8178, 4.7788], [-1.6915, 6.4634, 3.4856], [-0.6169, 6.9907, 2.8464], [-0.4211, 6.5958, 1.4944], [-1.2779, 5.7562, 0.8280], [-2.3603, 5.1902, 1.5532], [-2.5960, 5.5807, 2.8665], [0.0180, 7.6621, 3.4105], [0.3842, 7.0293, 0.9363], [-1.0753, 5.5039, -0.2358], [-3.0225, 4.4244, 1.1932], [-3.3313, 5.1942, 3.5181], [3.7180, -5.4587, 3.0571], [3.9133, -4.1604, 2.7584], [3.1032, -3.2418, 3.4628], [3.2342, -1.9148, 3.1872], [4.1783, -1.4664, 2.2942], [4.9990, -2.3806, 1.5721], [4.8196, -3.7516, 1.8145], [2.3848, -3.5875, 4.2285], [2.5980, -1.2167, 3.6613], [4.2301, -0.3849, 2.0180], [5.8015, -2.1242, 0.8268], [5.4211, -4.4745, 1.2694], [-1.4518, -3.1258, -2.5858], [-1.7993, -2.0418, -3.3057], [-1.1930, -1.9275, -4.5247], [-1.5866, -0.8216, -5.3010], [-2.3779, 0.2185, -4.8001], [-2.8817, 0.0672, -3.4964], [-2.6026, -1.0612, -2.7520], [-0.4765, -2.6244, -4.8528], [-1.2310, -0.7683, -6.2914], [-2.6144, 1.0971, -5.3688], [-3.6060, 0.7809, -3.0646], [-3.0174, -1.2827, -1.7688], [-5.2265, -0.4995, 3.4869], [-4.7555, -1.3283, 2.5995], [-5.5600, -1.7179, 1.5505], [-4.9687, -2.4601, 0.4821], [-3.6808, -2.9141, 0.5880], [-2.9203, -2.5301, 1.6486], [-3.4321, -1.6944, 2.6519], [-6.6280, -1.4650, 1.5361], [-5.6243, -2.7605, -0.3402], [-3.3162, -3.4014, -0.2963], [-1.9040, -2.8062, 1.6938], [-2.7742, -1.2875, 3.3844], [6.2609, 0.1522, -0.7422], [5.2706, 0.1867, -2.2197], [6.1795, 1.1207, -3.4317], [5.0996, -0.8376, -2.5893], [4.3583, 0.7491, -2.0154], [2.0691, -2.7554, -0.6105], [1.7161, -3.7336, -2.0171], [2.3818, -2.9915, -3.4399], [2.1102, -4.7400, -1.8257], [0.6484, -3.7685, -2.0016]],
  "atomic_forces_ev_per_a": [[-0.06, 0.17, 0.81], [0.23, 0.50, 0.57], [1.00, 0.05, 0.33], [0.58, 1.35, 0.93], [0.08, -0.18, -1.84], [-0.31, -0.40, 1.07], [-1.38, -1.37, -1.17], [-0.85, -0.60, -0.79], [0.43, 0.08, 0.28], [-0.23, -0.25, -0.22], [0.02, 0.19, 0.23], [0.67, 0.47, -0.16], [0.38, -0.17, -0.69], [-1.41, -0.37, 0.23], [0.29, -0.29, -0.74], [-0.02, 0.87, 0.75], [-0.68, -0.95, -0.04], [0.25, 0.48, 0.59], [1.90, 0.70, -0.17], [0.20, 0.03, -0.36], [0.44, 0.15, -0.06], [-0.30, 0.11, 0.99], [-0.05, -0.05, -0.67], [-0.99, -0.55, 0.17], [0.32, -0.20, -0.29], [-1.34, 0.92, 1.08], [0.10, -1.75, 0.17], [0.37, 0.20, -0.27], [1.47, 0.72, -2.32], [-0.26, 0.01, 0.47], [0.61, 0.18, -0.30], [0.52, 0.04, -0.65], [-0.53, 0.66, 0.51], [0.06, -1.01, 0.47], [-1.22, 0.19, 0.95], [-0.15, 0.00, 0.17], [-0.28, -0.31, 0.62], [0.77, 0.27, 0.14], [-1.49, 1.76, -0.45], [0.12, 0.25, 0.92], [0.06, -1.26, 1.03], [-0.84, 0.51, -0.12], [-0.27, -0.97, 0.19], [0.56, -0.85, -0.45], [0.50, 0.20, -1.02], [-0.05, 0.09, -0.29], [0.70, -0.19, -0.35], [-0.01, 0.41, -0.17], [-0.79, 1.07, 1.56], [0.52, -0.70, -1.59], [-0.04, -0.80, -1.38], [-2.25, 0.47, 1.55], [-0.56, 0.31, -1.42], [-0.09, 0.92, 1.19], [0.41, -0.74, -0.93], [0.59, 0.06, -0.03], [0.38, 0.17, 0.15], [0.62, -0.56, 0.11], [1.08, -0.29, 0.09], [0.22, 0.10, 0.63], [-0.31, -0.22, 0.07], [0.26, 0.18, -0.10], [-0.23, -0.17, -0.28], [0.07, 0.61, 0.27], [0.16, -0.36, 0.02], [0.39, 0.43, 0.82], [0.04, -0.66, 1.07], [0.04, -0.06, -0.68], [0.11, 0.43, -0.43], [-0.55, -0.08, -0.76]],
  "mulliken_charge": [-0.3951, 0.2027, -0.7844, -0.5407, -0.5176, 0.2059, -0.3785, 0.4872, 0.5321, 0.4838, 0.2047, 0.4777, -0.3171, 0.5558, -0.5528, -0.2000, -0.6421, -0.2394, -0.5948, 0.4106, 0.3827, 0.3742, 0.3848, 0.4380, -0.3219, 0.4242, -0.4023, -0.3373, -0.3676, -0.0792, -0.6265, 0.3736, 0.4419, 0.2896, 0.1866, 0.4143, -0.3833, 0.5219, -0.3299, -0.5062, -0.7611, -0.1799, -0.3582, 0.5158, 0.3982, 0.4621, 0.3524, 0.2569, -0.3119, 0.4777, -0.4505, -0.2469, -0.7163, -0.4712, -0.5536, 0.3847, 0.3893, 0.4779, 0.5445, 0.4795, -0.1727, 0.4202, -0.1795, 0.1931, -0.2769, -0.0356, -0.0172, -0.1617, 0.3442, -0.0792],
  "homo_lumo_gap_ev": 9.50,
  "e_tot_ha": -3576.81986,
  "smiles": "Fc1ccccc1.Fc1ccccc1.Fc1ccccc1.Fc1ccccc1.Fc1ccccc1.ClCCl.ClCCl"
}



4.
{
  "formula": "C7H11NO2S2",
  "method": "ωB97M-V/def2-TZVPD",
  "species": ["C", "C", "C", "C", "C", "C", "C", "N", "O", "O", "S", "S", "H", "H", "H", "H", "H", "H", "H", "H", "H", "H", "H"],
  "coordinates": [[-0.4826, 2.0073, 0.3181], [-0.1571, 1.1295, 1.5449], [-0.1628, 0.4850, -1.7491], [0.4264, -2.1434, -0.4220], [1.1046, 0.0375, -1.1516], [-1.1631, 1.1512, -0.7485], [-0.9494, -0.1483, 1.4908], [1.3679, -1.2109, -0.7784], [-0.7978, -2.7609, 1.9211], [1.2693, -1.4178, 2.0572], [-2.1078, -0.0926, 0.2085], [-0.0370, -1.6299, 1.4705], [-1.1773, 2.7923, 0.6202], [0.4133, 2.4814, -0.0811], [0.9028, 0.8867, 1.6294], [-0.4311, 1.6657, 2.4588], [0.0647, 1.2477, -2.4968], [-0.6815, -0.3369, -2.2438], [-0.5246, -2.0813, -0.9370], [0.8066, -3.1514, -0.3320], [1.9217, 0.7355, -1.0864], [-1.8839, 1.7242, -1.3311], [2.2786, -1.3705, -0.3615]],
  "atomic_forces_ev_per_a": [[-0.21, 0.02, 0.07], [0.14, 0.36, 0.54], [-0.29, -0.17, 0.07], [-1.21, -0.70, 1.21], [0.08, -1.24, 0.07], [-0.24, -0.40, 0.19], [1.03, -1.51, -0.86], [0.54, 2.11, -0.45], [-0.26, -0.33, -0.36], [0.43, 0.04, -0.01], [-0.62, 0.54, -0.12], [-0.35, 0.73, 0.09], [0.08, 0.02, -0.08], [0.08, 0.16, -0.04], [-0.02, 0.13, 0.07], [0.11, 0.13, -0.08], [0.17, -0.04, -0.01], [0.09, 0.02, -0.08], [-0.01, 0.06, -0.14], [0.14, -0.06, -0.06], [0.24, 0.00, 0.09], [0.06, 0.02, -0.06], [0.03, 0.09, -0.06]],
  "mulliken_charge": [-0.9274, -0.5847, -1.0880, -0.8824, -0.1226, 0.1354, -0.0500, -0.0120, -0.6629, -0.6904, -0.2419, 1.0524, 0.3557, 0.3206, 0.2791, 0.4199, 0.3824, 0.3444, 0.3027, 0.4533, 0.4377, 0.4539, 0.3248],
  "homo_lumo_gap_ev": [6.24, 6.23],
  "e_tot_ha": -1274.82735
}



5.
{
  "formula": "C32H26I2N2O4P2Pd",
  "method": "ωB97M-V/def2-TZVPD",
  "species": ["Pd", "C", "N", "P", "C", "C", "C", "C", "C", "C", "C", "C", "C", "C", "C", "C", "P", "C", "C", "C", "C", "C", "C", "C", "C", "C", "C", "C", "C", "H", "H", "H", "H", "H", "H", "H", "H", "H", "H", "H", "H", "H", "H", "H", "H", "H", "H", "H", "H", "H", "H", "H", "O", "C", "O", "C", "C", "C", "N", "C", "C", "C", "O", "O", "H", "H", "H", "I", "I"],
  "coordinates": [[-0.3122, -1.8232, 1.1137], [1.9354, 1.5355, 1.9278], [1.2994, 1.0319, 0.6722], [1.4405, -0.6723, 0.4380], [3.0522, -1.1519, 1.0861], [3.0846, -2.4196, 1.6645], [4.2790, -2.9318, 2.1502], [5.4385, -2.1772, 2.0751], [5.4103, -0.9089, 1.5112], [4.2227, -0.3981, 1.0165], [1.5990, -0.7786, -1.3773], [2.6840, -0.2269, -2.0527], [2.7627, -0.3084, -3.4343], [1.7598, -0.9529, -4.1489], [0.6821, -1.5123, -3.4818], [0.5974, -1.4260, -2.0993], [-0.4159, 1.4886, 0.7323], [-0.2079, 3.3184, 0.6062], [0.9234, 3.9483, 0.0874], [0.9742, 5.3281, -0.0189], [-0.1085, 6.0991, 0.3867], [-1.2338, 5.4827, 0.9101], [-1.2771, 4.0999, 1.0291], [-0.9635, 1.2326, -0.9931], [-2.1675, 0.5577, -1.1610], [-2.6946, 0.3652, -2.4352], [-2.0141, 0.8477, -3.5391], [-0.8061, 1.5217, -3.3784], [-0.2841, 1.7110, -2.1144], [2.9421, 1.8965, 1.7186], [1.9671, 0.7824, 2.7138], [1.3648, 2.3776, 2.3186], [2.1633, -2.9835, 1.7499], [4.2895, -3.9118, 2.6082], [6.3663, -2.5700, 2.4722], [6.3137, -0.3132, 1.4665], [4.2027, 0.5949, 0.5859], [3.4720, 0.2710, -1.5023], [3.6111, 0.1223, -3.9521], [1.8242, -1.0189, -5.2288], [-0.1040, -2.0194, -4.0258], [-0.2336, -1.8747, -1.5677], [1.7646, 3.3392, -0.2206], [1.8605, 5.8075, -0.4175], [-0.0697, 7.1782, 0.3047], [-2.0772, 6.0760, 1.2399], [-2.1492, 3.6193, 1.4583], [-2.6884, 0.1575, -0.2975], [-3.6277, -0.1712, -2.5482], [-2.4169, 0.6900, -4.5323], [-0.2658, 1.8823, -4.2453], [0.6621, 2.2217, -1.9890], [-7.2576, -1.6725, 0.9795], [-6.6269, -2.7440, 0.8812], [-7.0227, -3.8894, 0.6059], [-5.1045, -2.6088, 1.1157], [-4.5935, -1.6211, 1.9487], [-3.2254, -1.4963, 2.1024], [-2.3691, -2.2719, 1.4359], [-2.8409, -3.2331, 0.6260], [-4.1975, -3.4473, 0.4727], [-1.7967, -4.0199, -0.1653], [-2.1457, -5.0017, -0.8023], [-0.5972, -3.5574, -0.0913], [-5.2736, -0.9459, 2.4488], [-2.7720, -0.7562, 2.7523], [-4.5528, -4.2459, -0.1624], [0.2899, -1.2400, 3.7267], [1.2546, -0.2824, 6.8437]],
  "atomic_forces_ev_per_a": [[-0.36, 0.01, 1.28], [0.02, 0.03, -0.03], [-0.12, -0.04, 0.38], [-0.19, -0.10, -0.01], [0.16, -0.13, 0.02], [0.17, 0.06, -0.01], [-0.04, 0.00, -0.02], [0.02, -0.04, 0.03], [0.03, 0.03, 0.00], [-0.07, -0.02, -0.10], [0.00, -0.17, -0.05], [-0.02, 0.05, -0.08], [0.00, 0.00, 0.05], [0.00, 0.00, -0.04], [-0.03, -0.03, 0.04], [0.20, -0.02, 0.11], [0.04, 0.25, 0.16], [0.13, 0.00, -0.11], [-0.05, -0.04, 0.05], [0.02, 0.04, -0.01], [0.00, 0.03, 0.00], [-0.03, -0.01, 0.02], [0.00, 0.00, -0.01], [-0.04, -0.14, -0.08], [0.03, -0.09, -0.07], [0.00, -0.02, 0.06], [-0.03, -0.01, -0.03], [0.00, -0.01, -0.03], [-0.05, 0.06, 0.06], [-0.01, 0.00, -0.01], [0.04, 0.00, 0.01], [-0.01, -0.04, 0.00], [0.05, -0.01, 0.00], [0.02, 0.00, 0.01], [0.01, 0.00, 0.00], [-0.01, 0.00, 0.00], [0.03, -0.02, -0.01], [-0.01, 0.01, 0.00], [0.00, 0.01, -0.01], [0.00, 0.00, 0.00], [0.01, 0.00, -0.04], [0.05, -0.04, -0.11], [0.03, 0.03, -0.01], [0.00, 0.00, 0.00], [0.01, 0.01, 0.00], [0.00, 0.02, 0.00], [-0.01, 0.00, 0.00], [0.00, 0.03, 0.01], [-0.01, 0.00, -0.03], [0.00, 0.01, -0.01], [0.00, 0.00, -0.01], [0.01, 0.00, -0.01], [-0.01, 0.05, 0.09], [0.00, 0.08, -0.06], [0.02, -0.10, -0.03], [0.01, -0.09, -0.03], [0.03, 0.05, -0.03], [0.01, 0.06, 0.11], [0.31, -0.23, 0.02], [0.02, 0.04, -0.09], [-0.05, 0.01, 0.04], [-0.13, 0.03, 0.12], [-0.02, -0.01, -0.02], [0.10, 0.21, -0.55], [-0.01, 0.00, 0.00], [-0.06, -0.02, 0.01], [0.03, 0.00, -0.01], [-0.33, 0.22, -1.19], [0.09, 0.02, 0.22]],
  "mulliken_charge": [0.3648, -1.3182, 0.5976, 1.0703, 1.0134, -1.0637, -0.6849, -0.4745, -0.9339, -0.2412, 0.6114, -0.4690, -0.6885, -0.5499, -0.8516, -0.3733, 0.0841, 0.5129, -0.1415, -0.8510, -0.4498, -0.5702, -0.6819, 1.0242, -0.6900, -0.6394, -0.5030, -0.7497, -0.1508, 0.1926, 0.3297, 0.5499, 0.4952, 0.3972, 0.3609, 0.3864, 0.2470, 0.1921, 0.4083, 0.3640, 0.4933, 0.4803, 0.2985, 0.3858, 0.3558, 0.3896, 0.3739, 0.3774, 0.4814, 0.3752, 0.3999, 0.2750, -0.7348, 0.3191, -0.7232, 0.4386, -0.8082, -0.3650, -0.1962, 0.6522, -0.4828, 0.1740, -0.7331, -0.7189, 0.4655, 0.3766, 0.5522, -0.1914, -0.8364],
  "charge": -2,
  "homo_lumo_gap_ev": [5.57, 5.57],
  "e_tot_ha": -3051.69507
}



6.
{
  "formula": "C2H10N2O3",
  "method": "ωB97M-V/def2-TZVPD",
  "species": ["N", "C", "C", "N", "O", "H", "H", "H", "H", "H", "H", "O", "H", "H", "O", "H", "H"],
  "coordinates": [[-0.6618, 2.2639, -1.2892], [-0.0043, 1.8142, -0.1018], [-0.5777, 0.5700, 0.5635], [-1.9206, 0.3786, 0.2727], [0.0896, -0.2455, 1.1543], [-0.9338, 3.2343, -1.3295], [-0.1912, 1.9226, -2.1157], [1.0434, 1.5066, -0.2735], [0.2073, 2.4828, 0.7429], [-2.3405, 1.0671, -0.3411], [-2.5160, -0.1319, 0.9052], [3.0529, -2.2757, 0.6443], [2.6566, -3.1360, 0.8765], [2.3386, -1.7109, 0.3071], [0.1033, -2.8644, 0.0122], [-0.4859, -2.6726, -0.7251], [0.1402, -2.2030, 0.6973]],
  "atomic_forces_ev_per_a": [[-0.48, 0.02, 0.21], [2.17, -0.98, 1.01], [-2.00, -0.37, -1.56], [0.59, 0.52, 0.28], [0.44, 0.12, 0.82], [0.31, -0.11, -0.09], [-0.19, 0.42, 0.03], [-0.27, 0.02, -0.41], [-0.79, 0.66, -0.41], [0.06, -0.12, 0.27], [0.22, -0.21, -0.13], [-0.08, -0.18, 0.13], [-0.01, 0.76, -0.37], [0.14, -0.58, 0.22], [0.51, -1.47, -0.55], [0.04, 0.56, 0.64], [-0.66, 0.91, -0.08]],
  "mulliken_charge": [-0.5455, -0.3267, 0.4566, -0.3749, -0.6629, 0.1866, 0.2182, 0.2695, 0.2991, 0.2229, 0.2384, -0.6464, 0.3217, 0.3405, -0.6496, 0.2814, 0.3711],
  "homo_lumo_gap_ev": 10.37,
  "e_tot_ha": -417.44192,
  "smiles": "NCC(N)=O.O.O"
}